{"formula": "C21H72N24O15", "method": "ωB97M-V with the def2-TZVPD basis set", "lumo_ev": -0.19, "e_tot_ev": -89426.363, "relative_energy_kj_mol": 0.0, "fmax_ev_per_a": 8.058, "homo_energy_ev": -9.1, "elements": ["C", "C", "C", "O", "H", "H", "H", "H", "H", "H", "H", "H", "C", "C", "C", "O", "H", "H", "H", "H", "H", "H", "H", "H", "C", "C", "C", "O", "H", "H", "H", "H", "H", "H", "H", "H", "C", "O", "N", "N", "H", "H", "H", "H", "C", "O", "N", "N", "H", "H", "H", "H", "C", "O", "N", "N", "H", "H", "H", "H", "C", "O", "N", "N", "H", "H", "H", "H", "C", "O", "N", "N", "H", "H", "H", "H", "C", "O", "N", "N", "H", "H", "H", "H", "C", "O", "N", "N", "H", "H", "H", "H", "C", "O", "N", "N", "H", "H", "H", "H", "C", "O", "N", "N", "H", "H", "H", "H", "C", "O", "N", "N", "H", "H", "H", "H", "C", "O", "N", "N", "H", "H", "H", "H", "C", "O", "N", "N", "H", "H", "H", "H"], "xyz": [[0.001, -1.290, 0.424], [1.124, -0.343, 0.058], [0.711, 0.527, -1.102], [1.287, 0.616, 1.063], [0.317, -2.330, 0.512], [-0.747, -1.420, -0.358], [-0.652, -0.872, 1.190], [2.094, -0.770, -0.196], [-0.192, 1.074, -0.833], [0.607, -0.041, -2.027], [1.542, 1.216, -1.252], [0.566, 1.237, 1.188], [2.171, -5.257, 2.035], [1.034, -6.080, 1.390], [0.001, -5.350, 0.637], [1.570, -7.307, 0.696], [1.884, -4.261, 2.371], [2.982, -5.040, 1.340], [2.717, -5.804, 2.803], [0.499, -6.399, 2.285], [-0.344, -4.429, 1.106], [-0.861, -6.011, 0.539], [0.402, -5.004, -0.316], [2.516, -7.175, 0.792], [-3.666, 0.470, 2.974], [-4.877, -0.219, 2.316], [-4.444, -1.677, 1.923], [-5.781, -0.504, 3.335], [-3.346, 0.018, 3.913], [-3.793, 1.513, 3.261], [-2.817, 0.433, 2.291], [-5.242, 0.305, 1.432], [-3.929, -2.288, 2.664], [-3.738, -1.516, 1.108], [-5.315, -2.217, 1.553], [-6.570, -0.111, 2.954], [-1.753, 0.087, -4.045], [-2.602, 0.922, -4.198], [-1.633, -0.503, -2.890], [-0.842, -0.332, -4.801], [-2.483, -0.528, -2.345], [-0.846, -1.065, -2.599], [-0.904, -0.024, -5.761], [-0.647, -1.318, -4.705], [0.161, -3.820, -3.253], [0.434, -2.631, -3.081], [-0.934, -4.271, -3.782], [0.946, -4.826, -3.035], [-0.973, -5.215, -4.141], [-1.497, -3.575, -4.249], [0.548, -5.753, -3.080], [1.880, -4.545, -2.769], [1.037, 5.730, 0.767], [1.738, 5.351, 1.651], [0.596, 4.915, -0.126], [0.683, 6.947, 0.437], [0.666, 3.922, 0.042], [0.063, 5.370, -0.853], [0.094, 7.035, -0.378], [1.169, 7.715, 0.877], [4.433, -1.673, 2.543], [4.087, -2.874, 2.411], [4.068, -0.763, 1.663], [5.275, -1.300, 3.428], [4.171, 0.211, 1.911], [3.343, -0.960, 0.988], [5.650, -0.368, 3.329], [5.538, -1.924, 4.177], [-4.251, 1.283, -1.413], [-4.360, 0.108, -1.764], [-3.474, 1.678, -0.447], [-5.082, 2.256, -1.736], [-3.584, 2.618, -0.093], [-2.845, 1.062, 0.048], [-5.869, 2.077, -2.343], [-5.013, 3.163, -1.297], [-1.012, 2.796, 2.411], [-0.757, 2.147, 1.461], [-2.074, 3.572, 2.587], [-0.219, 2.946, 3.400], [-2.310, 4.079, 3.428], [-2.746, 3.635, 1.835], [0.703, 2.534, 3.385], [-0.634, 3.508, 4.129], [-3.971, -4.097, -1.075], [-4.956, -4.796, -1.067], [-2.783, -4.525, -0.947], [-4.005, -2.805, -1.223], [-2.626, -5.514, -1.080], [-2.030, -3.925, -1.253], [-3.101, -2.387, -1.052], [-4.885, -2.319, -1.314], [2.591, 0.889, -4.524], [3.607, 1.164, -5.181], [1.802, 1.724, -4.026], [2.245, -0.361, -4.438], [1.863, 2.678, -4.353], [0.821, 1.522, -3.891], [2.956, -0.998, -4.770], [1.533, -0.706, -3.810], [4.184, 2.453, -1.084], [3.412, 3.333, -0.815], [4.778, 1.725, -0.195], [4.599, 2.121, -2.246], [4.678, 2.073, 0.748], [5.386, 0.953, -0.429], [4.944, 1.173, -2.278], [4.411, 2.618, -3.105], [0.215, -1.540, 5.017], [-0.380, -2.258, 5.741], [0.010, -0.240, 4.905], [1.044, -1.927, 4.103], [-0.629, 0.099, 5.610], [0.648, 0.358, 4.398], [1.321, -1.261, 3.396], [1.186, -2.924, 4.032], [4.222, 2.729, 2.707], [4.972, 1.770, 2.722], [3.076, 2.772, 2.020], [4.430, 3.911, 3.203], [2.774, 1.938, 1.536], [2.716, 3.670, 1.731], [3.621, 4.514, 3.257], [5.262, 4.132, 3.732], [-1.773, 4.178, -3.037], [-1.361, 5.218, -2.608], [-1.065, 3.055, -3.197], [-2.949, 3.896, -3.559], [-0.088, 3.009, -2.942], [-1.527, 2.342, -3.744], [-3.074, 2.972, -3.949], [-3.751, 4.501, -3.457]]}


{"formula": "C21H98NO35S", "method": "ωB97M-V with the def2-TZVPD basis set", "total_charge": 1, "lumo_ev": -5.50, "e_tot_ev": -107343.683, "relative_energy_kj_mol": 480.0, "fmax_ev_per_a": 6.024, "homo_energy_ev": -10.6, "elements": ["C", "C", "C", "C", "C", "C", "C", "C", "C", "C", "C", "C", "C", "C", "C", "C", "C", "C", "O", "O", "C", "C", "N", "S", "C", "O", "O", "H", "H", "H", "H", "H", "H", "H", "H", "H", "H", "H", "H", "H", "H", "H", "H", "H", "H", "H", "H", "H", "H", "H", "H", "H", "H", "H", "H", "H", "H", "H", "H", "H", "H", "H", "H", "O", "H", "H", "O", "H", "H", "O", "H", "H", "O", "H", "H", "O", "H", "H", "O", "H", "H", "O", "H", "H", "O", "H", "H", "O", "H", "H", "O", "H", "H", "O", "H", "H", "O", "H", "H", "O", "H", "H", "O", "H", "H", "O", "H", "H", "O", "H", "H", "O", "H", "H", "O", "H", "H", "O", "H", "H", "O", "H", "H", "O", "H", "H", "O", "H", "H", "O", "H", "H", "O", "H", "H", "O", "H", "H", "O", "H", "H", "O", "H", "H", "O", "H", "H", "O", "H", "H", "O", "H", "H", "O", "H", "H"], "xyz": [[-5.221, -6.390, 3.754], [-5.406, -5.102, 2.821], [-6.298, -5.372, 1.545], [-5.530, -5.950, 0.270], [-3.960, -6.092, 0.404], [-3.286, -6.348, -1.045], [-2.766, -4.976, -1.713], [-1.192, -4.959, -1.979], [-0.368, -3.959, -1.030], [-0.198, -2.496, -1.622], [1.307, -2.111, -1.965], [1.496, -0.555, -2.258], [2.871, 0.018, -1.694], [2.790, 0.435, -0.160], [3.480, 1.800, 0.160], [2.616, 3.001, 0.015], [3.188, 4.371, 0.346], [2.434, 5.783, 0.290], [2.325, 6.384, -0.789], [1.927, 6.415, 1.410], [4.624, 4.402, 0.792], [5.377, 3.150, 0.897], [4.822, 1.889, 0.577], [5.856, 0.491, 0.755], [7.659, 0.951, 0.702], [5.677, -0.509, -0.288], [5.568, -0.030, 2.103], [-4.611, -7.197, 3.271], [-4.751, -5.985, 4.703], [-6.255, -6.727, 4.065], [-6.000, -4.368, 3.477], [-4.424, -4.595, 2.621], [-7.099, -6.122, 1.846], [-6.857, -4.444, 1.253], [-5.991, -6.962, 0.043], [-5.800, -5.285, -0.606], [-3.774, -7.021, 1.030], [-3.436, -5.183, 0.813], [-2.472, -7.125, -0.968], [-4.111, -6.768, -1.693], [-3.262, -4.929, -2.733], [-3.142, -4.107, -1.098], [-0.816, -6.014, -1.916], [-1.039, -4.592, -3.045], [0.609, -4.455, -0.756], [-0.978, -3.871, -0.078], [-0.629, -1.763, -0.854], [-0.834, -2.414, -2.555], [1.536, -2.638, -2.943], [2.045, -2.504, -1.214], [1.421, -0.401, -3.375], [0.617, -0.027, -1.780], [3.613, -0.832, -1.800], [3.249, 0.851, -2.357], [3.217, -0.421, 0.447], [1.698, 0.496, 0.132], [1.548, 2.901, -0.324], [2.535, 6.314, 2.177], [5.070, 5.396, 1.068], [6.433, 3.262, 1.266], [8.296, 0.074, 0.413], [7.720, 1.787, -0.064], [7.918, 1.415, 1.690], [0.187, 4.378, -2.274], [-0.595, 4.942, -2.198], [0.798, 4.728, -1.634], [-0.607, 2.499, 0.813], [-0.982, 3.016, 0.088], [-0.986, 2.899, 1.607], [-6.202, -2.705, -0.116], [-7.007, -2.171, -0.053], [-5.613, -2.319, 0.540], [3.339, -4.556, -0.491], [3.626, -5.384, -0.894], [4.141, -4.021, -0.468], [3.004, 1.165, -4.556], [3.893, 1.471, -4.349], [2.951, 1.248, -5.514], [0.789, 5.744, 4.345], [1.335, 5.099, 4.811], [1.190, 5.802, 3.472], [2.331, 8.680, -2.822], [2.588, 8.083, -2.109], [2.621, 8.232, -3.624], [-8.429, -1.623, -1.554], [-7.508, -1.682, -1.844], [-8.934, -1.649, -2.373], [-0.894, -8.361, -0.917], [-0.599, -8.919, -0.187], [-0.580, -8.821, -1.705], [5.684, -3.313, 1.560], [5.164, -3.375, 2.370], [5.985, -2.396, 1.546], [-0.803, 6.351, -4.611], [-0.245, 5.732, -4.124], [-0.397, 6.391, -5.488], [2.853, 8.083, 3.513], [2.495, 8.630, 2.803], [2.487, 8.475, 4.315], [-4.836, -1.005, 2.024], [-5.370, -1.070, 2.829], [-4.544, -0.086, 2.016], [-1.354, -4.711, 2.412], [-1.029, -5.523, 2.004], [-0.575, -4.145, 2.461], [4.509, -5.346, -2.945], [3.549, -5.254, -2.964], [4.828, -4.554, -3.392], [7.379, 5.921, -0.215], [7.727, 6.496, 0.478], [6.972, 6.532, -0.842], [6.885, -1.958, 4.534], [7.227, -1.380, 5.227], [6.470, -1.353, 3.907], [-7.433, -2.280, 4.149], [-6.845, -2.884, 4.622], [-8.087, -2.025, 4.809], [4.094, -2.606, 5.560], [5.009, -2.694, 5.256], [3.572, -2.629, 4.751], [0.629, 2.871, 4.114], [1.034, 2.145, 3.625], [-0.093, 2.452, 4.605], [-1.337, 6.926, -7.422], [-1.701, 7.445, -8.148], [-1.717, 7.332, -6.632], [5.232, 1.733, -6.336], [6.123, 2.039, -6.127], [5.177, 1.816, -7.295], [1.402, 10.865, -0.783], [1.184, 10.434, 0.052], [1.769, 10.154, -1.326], [-3.366, 4.556, -4.339], [-3.082, 3.727, -4.740], [-2.560, 5.088, -4.299], [6.215, -3.452, -1.339], [6.277, -3.637, -0.392], [7.026, -2.973, -1.540], [-1.258, 3.643, 6.247], [-2.215, 3.764, 6.218], [-0.909, 4.441, 5.827], [-1.709, -1.265, 1.219], [-2.670, -1.182, 1.182], [-1.389, -0.467, 0.782], [-8.777, 0.582, -3.340], [-8.462, 1.160, -2.636], [-9.201, 1.181, -3.966], [-1.350, 9.928, -0.249], [-1.274, 10.571, 0.465], [-0.544, 10.058, -0.769], [-6.012, -1.654, -3.261], [-5.444, -2.255, -2.760], [-5.588, -1.593, -4.124], [-5.868, -4.626, 6.446], [-5.282, -5.227, 6.919], [-6.524, -4.370, 7.106]]}


{"formula": "C22H11Cl3F3IN2O3Re", "method": "ωB97M-V with the def2-TZVPD basis set", "multiplicity": 4, "s2": 3.769, "total_charge": 2, "lumo_ev": [-7.79, -8.68], "e_tot_ev": -88051.572, "relative_energy_kj_mol": 8.0, "fmax_ev_per_a": 0.380, "homo_energy_ev": [-14.2, -14.3], "elements": ["Re", "Cl", "C", "C", "C", "Cl", "C", "O", "C", "C", "O", "C", "H", "H", "H", "Cl", "C", "C", "C", "I", "C", "O", "C", "N", "C", "C", "C", "C", "H", "H", "H", "H", "F", "C", "F", "F", "C", "C", "C", "N", "C", "C", "H", "H", "H", "H"], "xyz": [[0.038, -0.076, -0.484], [-2.300, 2.849, 5.838], [-1.667, 2.423, 4.303], [-1.076, 3.426, 3.508], [-0.550, 3.153, 2.263], [0.151, 4.397, 1.317], [-0.592, 1.843, 1.760], [-0.095, 1.581, 0.573], [-1.188, 0.829, 2.564], [-1.269, -0.493, 2.130], [-0.840, -0.975, 1.019], [-1.730, 1.140, 3.845], [-1.035, 4.441, 3.884], [-1.741, -1.238, 2.770], [-2.183, 0.361, 4.444], [-4.723, -2.095, -4.993], [-3.284, -1.916, -4.079], [-2.269, -2.823, -4.214], [-1.057, -2.696, -3.487], [0.458, -4.065, -3.760], [-0.911, -1.640, -2.625], [0.200, -1.379, -1.870], [-1.965, -0.730, -2.451], [-1.743, 0.254, -1.522], [-2.673, 1.197, -1.335], [-3.865, 1.194, -2.044], [-4.118, 0.184, -2.954], [-3.162, -0.816, -3.177], [-2.386, -3.652, -4.898], [-2.442, 1.964, -0.608], [-4.586, 1.978, -1.870], [-5.050, 0.162, -3.503], [6.500, 0.061, 2.099], [6.171, -0.847, 1.181], [6.351, -2.058, 1.706], [6.974, -0.709, 0.133], [4.713, -0.671, 0.788], [3.734, -0.771, 1.767], [2.418, -0.612, 1.404], [2.056, -0.367, 0.130], [3.008, -0.281, -0.816], [4.349, -0.420, -0.524], [3.991, -0.974, 2.798], [1.623, -0.681, 2.133], [2.676, -0.111, -1.833], [5.087, -0.342, -1.309]]}


{"formula": "C22H11Cl5N3O4PtS2", "method": "ωB97M-V with the def2-TZVPD basis set", "total_charge": -1, "lumo_ev": 1.75, "e_tot_ev": -123183.068, "relative_energy_kj_mol": 6.8, "fmax_ev_per_a": 0.873, "homo_energy_ev": -5.1, "elements": ["Pt", "S", "C", "N", "C", "C", "C", "C", "C", "C", "S", "H", "H", "H", "H", "C", "C", "N", "H", "H", "H", "Cl", "C", "C", "C", "Cl", "C", "Cl", "C", "Cl", "C", "Cl", "O", "C", "O", "C", "C", "C", "C", "C", "C", "N", "O", "O", "H", "H", "H", "H"], "xyz": [[0.805, -0.672, -2.126], [3.046, -0.145, -3.045], [2.447, 1.347, -2.485], [1.225, 1.345, -2.032], [0.827, 2.546, -1.489], [-0.399, 2.807, -0.887], [-0.637, 4.083, -0.410], [0.326, 5.090, -0.530], [1.551, 4.829, -1.121], [1.800, 3.545, -1.592], [3.236, 2.902, -2.348], [-1.117, 2.002, -0.785], [-1.582, 4.303, 0.070], [0.119, 6.081, -0.146], [2.304, 5.603, -1.200], [-3.198, -1.165, -1.092], [-2.271, -0.690, -2.112], [-1.434, -0.309, -2.799], [-4.174, -0.698, -1.208], [-2.756, -0.906, -0.129], [-3.302, -2.246, -1.162], [0.346, -2.026, -5.017], [0.392, -3.126, -3.669], [0.636, -2.634, -2.378], [0.718, -3.605, -1.378], [1.080, -3.120, 0.243], [0.528, -4.966, -1.623], [0.622, -6.127, -0.342], [0.254, -5.408, -2.913], [-0.004, -7.090, -3.231], [0.193, -4.479, -3.945], [-0.135, -5.026, -5.556], [1.290, -0.121, 0.358], [0.129, -0.080, 0.801], [-0.943, -0.260, 0.187], [0.008, 0.231, 2.304], [1.144, 0.542, 3.043], [1.053, 0.820, 4.399], [-0.193, 0.774, 4.991], [-1.342, 0.462, 4.294], [-1.229, 0.192, 2.938], [-0.304, 1.072, 6.446], [0.720, 1.310, 7.056], [-1.405, 1.004, 6.956], [2.094, 0.557, 2.528], [1.922, 1.067, 4.991], [-2.292, 0.436, 4.806], [-2.098, -0.053, 2.342]]}